## w
Entry from the OMol25 dataset: an isolated ion of composition C5H15N2 and charge +1 (ωB97M-V/def2-TZVPD).

## Properties
* frontier orbital gap: 10.572 eV
* highest occupied orbital energy: -13.347 eV
* structure (SMILES): C[C@H](N)C[NH+](C)C
* LUMO energy: -0.10200 hartree
* total charge: +1

Each line ends with the Löwdin charge.
Geometry (Å):
C (-0.1209, -0.2740, -1.3318)  -0.423
C (1.5132, 1.0721, 1.2438)  -0.017
H (-0.8832, -0.0060, -3.3597)  0.081
C (-1.0499, 0.4455, -2.3920)  -0.026
H (2.1503, 1.1941, 0.3293)  0.126
H (1.1725, -0.8991, 0.7539)  0.190
H (-1.4475, -0.1698, 0.2968)  0.135
H (-0.7285, 1.4731, -2.3406)  0.077
N (-0.3690, -1.7180, -1.3048)  0.044
N (0.5852, -0.0678, 1.0301)  -0.186
H (-0.5625, 1.4188, 0.0574)  0.135
C (-0.0115, -0.4753, 2.3959)  0.041
H (-1.3735, -1.8610, -1.2552)  0.084
H (0.9327, -0.0704, -1.4620)  0.130
H (0.8758, 1.9511, 1.2777)  0.097
H (0.0357, -2.1680, -2.1167)  0.089
H (-0.9921, -0.9181, 2.3006)  0.098
C (-0.4997, 0.3248, 0.0350)  -0.101
H (-0.1137, 0.4816, 2.9571)  0.114
H (0.8386, -1.0048, 2.8481)  0.114
H (2.1190, 1.0660, 2.1647)  0.118
H (-2.0710, 0.2053, -2.1276)  0.082

## x
Entry from the OMol25 dataset: an isolated ion of composition C5H15N2 and charge +1 (ωB97M-V/def2-TZVPD).

## Properties
* frontier orbital gap: 11.515 eV
* highest occupied orbital energy: -14.254 eV
* structure (SMILES): CC(C)[NH2+]CCN
* LUMO energy: -0.10067 hartree
* total charge: +1

Each line ends with the Löwdin charge.
Geometry (Å):
H (-1.5350, -1.5768, 1.2084)  0.092
H (-1.3316, 0.1481, -2.1308)  0.112
C (2.1322, -0.1889, 0.7866)  -0.212
H (0.2556, 0.0236, 2.0232)  0.127
H (1.9147, -1.2565, 1.0045)  0.122
H (-2.2136, 1.6805, -1.4000)  0.096
C (-2.0159, 0.6032, -1.3841)  -0.039
H (-1.9727, 0.6961, 0.8358)  0.151
C (0.8400, 0.5749, 1.2825)  -0.095
H (2.3227, -1.0193, -1.0792)  0.091
H (3.1138, 0.5024, -0.8283)  0.097
C (-1.5181, 0.1909, -0.0213)  -0.333
H (-1.9325, -1.9494, -0.4673)  0.092
H (-0.2949, -1.6829, 0.0102)  0.080
H (-0.0953, 1.6844, -0.3373)  0.175
H (0.4358, 0.3107, -0.6549)  0.113
N (2.3338, -0.1112, -0.6508)  0.014
C (-1.3177, -1.3188, 0.1658)  -0.030
H (1.0576, 1.5900, 1.6397)  0.131
H (-3.0105, 0.1672, -1.5662)  0.105
H (2.9141, 0.1656, 1.4367)  0.115
N (-0.0826, 0.7664, 0.1267)  -0.004

## y
Entry from the OMol25 dataset: a 2-piece molecular cluster, C5H15N2 overall (ωB97M-V/def2-TZVPD).

## Properties
* frontier orbital gap: 11.349 eV
* highest occupied orbital energy: -14.198 eV
* LUMO energy: -0.10471 hartree
* total charge: +1

Each line ends with the Löwdin charge.
Geometry (Å):
C (-1.2910, -1.4511, -0.5493)  -0.269
H (-0.2868, -3.3072, -0.6540)  0.084
H (0.7635, -2.0515, 0.0132)  0.053
H (1.2294, 1.5380, 2.8594)  0.103
H (-0.4735, 1.3155, 2.3548)  0.104
H (-2.0212, -1.8215, -1.2770)  0.111
C (-1.7896, 0.5899, -1.6092)  0.014
N (0.8991, 1.2602, 0.7804)  -0.078
H (2.3134, -0.2375, 0.3690)  0.090
H (2.3668, 1.1681, -0.7054)  0.106
H (0.1623, 0.7949, 0.1646)  0.095
C (2.2495, 0.8468, 0.3248)  -0.005
H (0.6537, -0.0718, 2.3893)  0.102
H (0.3832, -2.0918, -1.7262)  0.082
C (0.5534, 0.9950, 2.2065)  0.000
H (-2.5344, 0.0748, -2.2159)  0.094
N (-1.0780, -0.0240, -0.7711)  -0.077
H (0.8076, 2.2623, 0.6304)  0.167
H (3.0202, 1.2786, 0.9539)  0.104
C (-0.0112, -2.2552, -0.7228)  -0.082
H (-1.6484, 1.6538, -1.7665)  0.081
H (-1.7132, -1.5851, 0.4461)  0.118

## z
Entry from the OMol25 dataset: an isolated ion of composition C5H15N2 and charge +1 (ωB97M-V/def2-TZVPD).

## Properties
* frontier orbital gap: 10.702 eV
* highest occupied orbital energy: -13.682 eV
* structure (SMILES): CCNCC[NH2+]C
* LUMO energy: -0.10951 hartree
* total charge: +1

Each line ends with the Löwdin charge.
Geometry (Å):
H (0.1568, -0.9174, -1.8935)  0.124
C (0.1572, 0.0008, -1.3130)  -0.210
H (-1.7700, 1.8470, -0.9082)  0.120
H (2.2543, -0.4516, 1.2078)  0.180
N (-0.8707, 0.0469, -0.2975)  -0.092
H (-3.2633, 0.8130, 0.7687)  0.076
H (1.5987, 1.1934, -0.2403)  0.128
H (-0.5034, 2.0005, 0.3447)  0.108
N (1.5149, -0.7309, 0.5660)  -0.018
C (-2.3963, 1.3760, 1.0979)  -0.084
H (-1.6827, -0.4989, -0.5585)  0.127
H (0.5858, -0.5513, 0.9904)  0.154
H (0.0857, 0.7818, -2.0706)  0.129
C (-1.3518, 1.4186, -0.0002)  -0.256
H (-2.7552, 2.3818, 1.3187)  0.084
H (0.6495, -2.5110, -0.1206)  0.098
C (1.5117, 0.1799, -0.6231)  -0.108
H (1.7914, -2.7097, 1.1834)  0.107
C (1.6076, -2.1830, 0.2572)  0.014
H (2.3627, -0.0657, -1.2437)  0.134
H (2.3718, -2.3560, -0.4942)  0.110
H (-2.0547, 0.9358, 2.0286)  0.074

What should be chosen as the most stable of them? Choose z.

## w
Entry from the OMol25 dataset: an isolated ion of composition C5H15N2 and charge +1 (ωB97M-V/def2-TZVPD).

## Properties
* frontier orbital gap: 9.972 eV
* highest occupied orbital energy: -13.397 eV
* structure (SMILES): NCCCCC[NH3+]
* LUMO energy: -0.12585 hartree
* total charge: +1

Each line ends with the Löwdin charge.
Geometry (Å):
C (-0.1236, 1.8358, -0.3490)  -0.193
H (-1.2332, -1.4430, 1.6129)  0.133
H (1.3458, 0.4758, -0.9691)  0.088
H (-1.0617, 2.3168, -0.6473)  0.119
C (0.5234, 1.0047, -1.4281)  -0.271
C (-0.1719, -1.4531, 1.4139)  -0.106
N (-0.3937, 0.0288, -2.0167)  -0.010
H (0.2486, 1.9301, 1.7659)  0.111
N (-0.0235, -2.2014, 0.0597)  0.209
H (-1.2491, 1.1390, 1.4377)  0.102
H (-0.6787, -2.9698, 0.0605)  0.162
H (0.9079, 1.6439, -2.2228)  0.126
C (0.4903, -0.1075, 1.4484)  -0.183
H (1.4774, -0.1455, 0.9654)  0.119
C (-0.2414, 1.2384, 1.0786)  -0.153
H (0.7221, 0.0335, 2.4968)  0.118
H (-0.2491, -1.6415, -0.7525)  0.091
H (0.8922, -2.6169, -0.0494)  0.169
H (0.5135, 2.7075, -0.2140)  0.109
H (0.3044, -2.1433, 2.0695)  0.120
H (-1.0101, -0.3023, -1.2901)  0.039
H (-1.0261, 0.4797, -2.6925)  0.102

## x
Entry from the OMol25 dataset: a 2-piece molecular cluster, C5H15N2 overall (ωB97M-V/def2-TZVPD).

## Properties
* frontier orbital gap: 4.863 eV
* highest occupied orbital energy: -12.583 eV
* LUMO energy: -0.28370 hartree
* total charge: +1

Each line ends with the Löwdin charge.
Geometry (Å):
H (-2.1288, -0.0908, 1.5002)  0.152
H (-1.7991, 0.2159, -1.1689)  0.113
C (0.4674, 1.6907, 0.5728)  -0.046
C (-2.3281, -0.7685, 0.6541)  -0.260
H (-4.1142, -1.1844, -0.2939)  0.099
H (-2.2578, -1.7847, 1.0314)  0.144
H (3.8929, -0.1751, -0.8995)  0.087
N (-3.7040, -0.4188, 0.2400)  0.062
H (0.6996, 2.4924, -0.1299)  0.100
H (1.3834, -0.1094, 1.2912)  0.114
H (-3.7068, 0.3818, -0.3966)  0.094
H (-0.7086, -1.2510, -0.7274)  0.109
H (-0.4875, 1.2014, 0.2285)  0.044
H (3.0435, -1.4916, -0.0540)  0.082
H (2.5285, 1.1593, 0.9459)  0.130
N (1.8389, 0.1544, -0.7540)  -0.126
C (2.9743, -0.7556, -0.8595)  -0.110
C (-1.4032, -0.4747, -0.4342)  0.275
H (0.9922, -0.2934, -1.0810)  0.055
C (1.6158, 0.6966, 0.5774)  -0.297
H (0.3005, 2.0819, 1.5711)  0.095
H (2.9013, -1.2765, -1.8140)  0.085

What should be chosen as the most stable of them? Choose w.